# 1
Here is an isolated molecule of C18H20ClFN4O2 from the OMol25 dataset. Energies are from ωB97M-V with the def2-TZVPD basis set.

The geometry in ORCA input format:
```
! RIJCOSX wB97M-V def2-TZVPD def2/J DEFGRID3
* xyz 0 1
C 3.43926 -5.22495 1.20351
O 2.52698 -4.29559 1.78709
C 2.28719 -3.17961 1.08026
C 1.37129 -2.24415 1.67709
C 1.08406 -1.10932 1.02582
C 1.68073 -0.85846 -0.27727
N 1.47727 0.14387 -1.06871
C 0.69781 1.20886 -0.64591
O 0.84795 1.79138 0.41124
C -0.32415 1.65931 -1.66869
C -1.26628 0.52877 -2.03686
C -2.17160 -0.04866 -0.93010
N -3.26883 -0.12268 -1.90835
C -4.59104 0.22338 -1.43668
C -5.60249 0.18686 -2.55844
C -5.44009 -0.71903 -3.60305
C -6.34467 -0.78406 -4.64623
C -7.42528 0.07279 -4.63571
F -8.29727 0.00842 -5.66644
C -7.65649 0.99672 -3.63064
C -8.84669 1.90954 -3.66167
C -6.71625 1.01911 -2.59839
Cl -6.98867 2.15584 -1.30269
C -2.58083 0.86097 -2.76707
N 2.54369 -1.82869 -0.68690
N 2.85443 -2.98496 -0.05456
H 3.50912 -6.04724 1.90832
H 3.06619 -5.57607 0.24160
H 4.41524 -4.76288 1.05622
H 0.94535 -2.48322 2.64177
H 0.42442 -0.35949 1.43455
H -0.86989 2.50270 -1.24534
H 0.21160 2.00219 -2.55803
H -0.72614 -0.26791 -2.54626
H -1.89706 -0.99957 -0.46816
H -2.35859 0.69786 -0.14305
H -4.87547 -0.50114 -0.66588
H -4.59905 1.21336 -0.95961
H -4.57329 -1.36581 -3.58503
H -6.22525 -1.48097 -5.46408
H -8.53138 2.95336 -3.64785
H -9.44196 1.73556 -4.55329
H -9.47478 1.75220 -2.78412
H -2.90676 1.89125 -2.56062
H -2.64774 0.67116 -3.83894
H 2.98948 -1.70333 -1.58141
*
```

Properties
Structure (SMILES): COc1cc/c(=N\C(=O)CC2CN(Cc3ccc(F)c(C)c3Cl)C2)[nH]n1
Maximum force in hartree/bohr: 0.0077
DFT total energy in Ha: -1627.4281

# 2
Here is an isolated molecule of C5H4 at a distorted geometry from the OMol25 dataset. Energies are from ωB97M-V with the def2-TZVPD basis set.

The geometry in ORCA input format:
```
! RIJCOSX wB97M-V def2-TZVPD def2/J DEFGRID3
* xyz 0 1
C 1.14437 -1.61673 1.10368
C -1.02536 0.93830 -0.91418
C 0.13245 0.40881 -0.14601
C 0.69970 -0.72268 0.33582
C -1.85460 1.65876 -1.49902
H 2.00445 -2.10440 1.00921
H 0.62213 -2.00822 1.92950
H -2.36846 2.28439 -2.18545
H 0.64533 1.16177 0.36646
*
```

Properties
Structure (SMILES): C#CC=C=C
Maximum force in hartree/bohr: 0.1096
DFT total energy in Ha: -192.7452

# 3
Here is a structure of composition C5H6FNO at a distorted geometry from the OMol25 dataset. Energies are from ωB97M-V with the def2-TZVPD basis set.

The geometry in ORCA input format:
```
! RIJCOSX wB97M-V def2-TZVPD def2/J DEFGRID3
* xyz 0 1
C -0.10485 0.89398 2.40727
C -0.54204 0.54694 0.89677
C 0.12244 -0.22536 -0.99957
C 0.91442 -0.63158 -2.15173
C -1.07787 -0.53660 -0.66877
H 0.94050 0.80359 2.69349
H -0.42069 0.22957 3.15026
H -0.62452 2.00945 2.69739
H 1.23787 0.22503 -2.78984
H 0.48476 -1.36712 -2.82418
H 1.99923 -1.04714 -1.71702
N 0.54818 0.47972 0.21347
O -1.57351 -0.08960 0.47161
F -1.90392 -1.29089 -1.37917
*
```

Properties
Maximum force in hartree/bohr: 0.1728
DFT total energy in Ha: -423.8882

Taking the records one at a time from the top gives E_HOMO values of -8.6 -9.1 -9.2 eV.